Record 1
This record from the Open Molecules 2025 dataset describes a structure of composition C19H22BrF4IN5O2SZn. The level of theory is the ωB97M-V functional and the def2-TZVPD basis.

```
56
Properties=species:S:1:pos:R:3:forces:R:3:mulliken_charge:R:1
Zn -0.159369 0.192699 0.348959 0.00 0.24 0.00 1.429
C 0.465341 -3.534527 1.786564 0.01 0.00 -0.01 -1.071
N 0.306685 -2.849485 0.519316 -0.01 -0.04 -0.02 0.664
C 1.047832 -3.519445 -0.532288 -0.03 0.03 0.03 -1.079
C -1.104392 -2.726409 0.190620 0.03 -0.02 -0.03 -1.368
C -1.380973 -1.975370 -1.111981 -0.04 -0.02 0.00 -0.846
N -0.487391 -0.839999 -1.246580 -0.03 -0.06 0.10 1.487
C -0.349406 -0.273722 -2.481716 0.02 0.01 0.06 -0.705
C 0.888263 0.281873 -2.863569 0.01 0.03 -0.02 0.148
F 1.932229 0.191719 -2.021175 -0.01 -0.03 0.00 -0.253
C 1.092356 0.867811 -4.091054 0.02 0.01 0.01 0.161
F 2.312984 1.358493 -4.379109 -0.02 0.00 -0.01 -0.330
C 0.094863 0.929897 -5.047043 0.00 0.00 0.00 -0.625
C -1.119725 0.376886 -4.704849 -0.01 0.00 0.02 0.172
F -2.140544 0.420447 -5.585316 0.01 0.00 -0.02 -0.334
C -1.346484 -0.196996 -3.468923 0.00 -0.01 -0.02 0.598
F -2.591063 -0.648514 -3.209972 -0.01 0.00 -0.01 -0.352
H 0.080740 -4.570310 1.746550 0.00 0.00 0.00 0.351
H -0.068807 -2.990685 2.565798 0.01 -0.02 -0.01 0.252
H 1.520683 -3.568523 2.058186 0.02 0.00 0.00 0.209
H 0.654818 -4.533971 -0.728819 0.01 0.00 -0.02 0.341
H 2.094421 -3.607721 -0.239981 0.01 0.01 0.01 0.242
H 0.997616 -2.934326 -1.449462 0.01 0.00 -0.01 0.187
H -1.583534 -2.206200 1.025972 0.01 0.02 0.00 0.085
H -1.580287 -3.723284 0.119746 -0.03 0.01 0.00 0.444
H -2.441913 -1.697191 -1.095500 0.00 -0.01 -0.01 0.419
H -1.252685 -2.653298 -1.965858 0.03 0.00 0.00 0.477
H 0.258995 1.390203 -6.009289 0.00 0.00 0.01 0.480
I -0.336947 0.053904 2.920303 -0.03 -0.01 -0.01 -0.669
C -4.105856 -0.006013 1.996332 0.02 -0.01 0.02 -0.682
N -3.597140 1.339011 2.176745 -0.02 0.00 0.01 -0.154
C -2.946868 2.000013 1.188320 0.00 0.03 0.01 -0.049
S -2.903561 1.418253 -0.385269 0.05 -0.03 0.00 -0.256
N -2.352481 3.149435 1.554741 0.03 -0.03 -0.02 -0.122
C -1.604320 3.993339 0.631863 -0.03 0.00 0.03 -0.778
H -4.448243 -0.365812 2.965592 -0.02 0.01 -0.01 0.342
H -3.332108 -0.677982 1.620676 0.00 -0.01 0.00 0.054
H -4.937269 -0.007731 1.293615 0.01 0.00 -0.01 0.292
H -3.329650 1.577542 3.118297 0.03 -0.01 0.01 0.297
H -2.173971 3.279482 2.537396 -0.01 0.02 0.00 0.259
H -2.255382 4.307760 -0.182527 0.00 0.00 0.00 0.306
H -0.739951 3.477031 0.218323 0.01 0.00 -0.01 0.189
H -1.272611 4.871209 1.183966 0.02 -0.01 0.00 0.312
Br 4.418053 -2.200071 1.483153 -0.04 -0.02 -0.01 -0.241
C 4.071228 -0.347909 1.698445 -0.01 0.01 0.00 -0.347
C 4.853277 0.377613 2.579042 0.00 0.00 0.00 -0.130
N 4.691843 1.684930 2.761508 -0.01 -0.01 -0.02 -0.636
C 3.743450 2.290352 2.051362 0.00 0.00 0.01 -0.540
C 2.897865 1.638039 1.159753 0.02 -0.02 -0.03 0.632
C 3.064722 0.273016 0.981977 0.00 0.00 -0.01 0.087
C 1.856589 2.458258 0.418127 -0.03 0.02 0.09 0.070
O 2.084493 3.649405 0.253219 -0.03 -0.01 0.03 -0.726
O 0.797732 1.851446 0.026230 0.02 -0.08 -0.16 -0.945
H 5.635000 -0.113060 3.147563 0.00 0.01 0.01 0.344
H 3.628731 3.358581 2.183854 0.01 0.00 0.00 0.457
H 2.452140 -0.290108 0.288182 0.00 0.00 0.00 0.451
```
Forces are in eV/Å.

Computed properties:
**HOMO level**: -0.1832 Ha
**Net charge**: -1
**Relative energy (zero: lowest compared OMol25 entry of this formula, charge and spin)**: 8.6 kcal per mole
**Gap between HOMO and LUMO**: 0.2689 Eh

***

Record 2
This record from the Open Molecules 2025 dataset describes a structure of composition C19H22CaN6SbSe. The level of theory is the ωB97M-V functional and the def2-TZVPD basis.

```
50
Properties=species:S:1:pos:R:3:forces:R:3:mulliken_charge:R:1
Ca -0.527992 -0.733781 0.124697 -0.51 0.03 -0.16 1.220
C 1.767560 -3.452832 0.058818 -0.04 -0.32 0.10 -1.142
C 2.569107 -2.201094 0.036558 0.22 -0.04 0.03 0.605
C 3.966359 -2.223393 0.022516 -0.26 -0.16 -0.01 -0.788
C 4.660368 -1.039505 -0.005507 0.07 0.09 0.00 -0.511
C 3.948616 0.154757 -0.017680 0.03 0.01 0.00 -0.771
C 2.565546 0.112290 0.001587 0.18 0.10 -0.05 -0.039
N 1.890354 -1.050233 0.027864 -0.05 0.29 0.00 0.170
Sb 1.635788 2.059394 -0.026694 0.04 0.11 -0.05 0.955
C 0.374619 1.800420 1.717019 0.10 0.04 0.30 0.236
C 0.261208 2.919641 2.520784 0.01 0.15 -0.11 -0.683
C -0.399589 2.820371 3.743081 0.07 -0.01 -0.10 -0.587
C -0.880461 1.596509 4.133964 -0.01 -0.12 -0.02 -0.721
C -0.716122 0.498904 3.285308 -0.20 0.04 0.33 0.726
C -1.239510 -0.842206 3.660771 -0.11 -0.42 0.19 -1.375
N -0.117264 0.609380 2.111242 0.44 0.16 -0.57 -0.142
C 0.276433 1.721315 -1.690989 0.04 -0.05 -0.20 -0.054
C 0.203422 2.753400 -2.612014 0.07 0.18 0.16 -0.670
C -0.531980 2.574715 -3.778320 0.04 -0.05 0.03 -0.626
C -1.131254 1.357061 -4.002894 -0.03 -0.15 -0.01 -0.829
C -1.004887 0.345541 -3.050416 -0.16 -0.14 -0.25 0.676
C -1.604652 -1.006199 -3.238860 0.06 -0.31 -0.16 -1.181
N -0.334615 0.542607 -1.919069 0.47 0.27 0.44 0.146
H 2.404483 -4.330394 0.156644 -0.03 0.02 0.01 0.387
H 1.063916 -3.451171 0.897247 0.01 -0.01 -0.05 0.286
H 1.187593 -3.565391 -0.856783 -0.03 0.00 -0.04 0.219
H 4.478186 -3.175445 0.031845 0.00 0.00 0.00 0.426
H 5.741267 -1.037197 -0.017661 0.04 0.02 0.00 0.430
H 4.474781 1.099835 -0.040836 -0.03 0.02 0.00 0.414
H 0.690597 3.865483 2.215274 0.00 -0.01 -0.04 0.430
H -0.509241 3.684219 4.379838 0.00 0.11 0.06 0.447
H -1.373372 1.467423 5.086126 -0.03 -0.03 0.04 0.473
H -2.293014 -0.940840 3.381984 0.02 0.02 0.01 0.223
H -0.689743 -1.649030 3.169260 -0.04 0.13 0.04 0.273
H -1.175073 -0.990725 4.738171 -0.04 -0.03 -0.01 0.470
H 0.724540 3.685640 -2.431883 -0.03 -0.01 0.01 0.435
H -0.607561 3.368710 -4.505484 -0.01 0.08 -0.06 0.441
H -1.682042 1.159141 -4.911045 -0.02 0.02 -0.02 0.466
H -1.924396 -1.158469 -4.268206 -0.05 0.00 0.03 0.410
H -0.890095 -1.801666 -2.991530 -0.12 0.20 -0.06 0.247
H -2.466795 -1.137443 -2.582138 -0.01 0.01 0.00 0.246
Se -2.284749 -2.881587 0.691419 0.13 -0.56 -0.28 -0.272
C -1.553734 -3.633596 -0.846914 -0.48 0.61 1.06 0.339
N -1.026698 -4.055466 -1.779649 0.26 -0.16 -0.54 -0.605
N -3.065293 0.366286 -0.457098 -0.21 -0.21 -0.15 -0.413
N -2.455295 1.424879 0.279368 -0.05 0.21 0.05 -0.260
H -3.847057 0.677752 -1.035846 0.17 -0.06 0.15 0.244
H -3.414197 -0.333639 0.193921 -0.01 0.09 -0.13 0.224
H -3.136074 1.986598 0.794923 0.18 -0.14 -0.09 0.271
H -2.001987 2.039014 -0.392698 -0.08 -0.05 0.10 0.133
```
Forces are in eV/Å.

Computed properties:
**HOMO level**: -0.3982 Ha
**Net charge**: +1
**Relative energy (zero: lowest compared OMol25 entry of this formula, charge and spin)**: 2.6 kcal per mole
**Gap between HOMO and LUMO**: 0.2863 Eh

***

Record 3
This record from the Open Molecules 2025 dataset describes an isolated molecule of C19H22ClN3S. The level of theory is the ωB97M-V functional and the def2-TZVPD basis.

```
46
Properties=species:S:1:pos:R:3:forces:R:3:mulliken_charge:R:1
C -2.515523 -0.604809 -8.208707 0.49 0.09 0.39 -0.894
S -0.877392 -0.102739 -7.607402 -0.11 0.00 -0.16 -0.047
C -0.897155 -0.532710 -5.892783 -0.21 -0.01 -0.32 0.868
C 0.251136 -0.219654 -5.164297 -0.11 -0.02 -0.10 -0.931
C 0.328788 -0.517306 -3.825084 -0.13 -0.09 0.09 -0.661
C -0.739187 -1.138767 -3.166932 -0.10 0.20 -0.83 0.931
C -0.680938 -1.457052 -1.758830 -0.17 -0.27 0.95 -0.369
N 0.356348 -1.153983 -1.076632 -0.11 0.28 -0.77 -0.416
N 0.566203 -1.461579 0.190642 0.29 -0.42 0.59 0.329
C 1.618042 -0.698139 0.827891 0.03 0.38 0.18 -0.810
C 1.018236 0.481251 1.616235 0.24 -0.12 -0.21 -0.861
N -0.002607 0.068721 2.560135 0.01 -0.03 0.05 0.201
C 0.517567 -0.516957 3.785070 -0.02 0.04 -0.07 -0.838
C 1.213373 0.538892 4.600722 -0.06 -0.09 0.03 -0.122
C 2.581974 0.488918 4.829364 -0.07 0.02 0.05 -0.110
C 3.223561 1.469456 5.565572 0.09 0.03 0.03 -0.736
C 2.497434 2.526699 6.085337 0.04 -0.02 0.00 -0.360
C 1.132427 2.599306 5.870522 -0.08 -0.01 -0.03 -0.562
C 0.501553 1.611015 5.133026 0.30 -0.01 0.01 0.414
Cl -1.201978 1.718213 4.883018 -0.34 0.10 0.13 -0.204
C -1.022900 -0.714069 1.895351 -0.07 -0.20 -0.12 -0.831
C -0.441771 -1.916786 1.131420 -0.38 0.20 -0.08 -0.861
C -1.879917 -1.445789 -3.908538 0.27 0.02 0.37 -1.043
C -1.963910 -1.149233 -5.255115 0.06 0.07 -0.20 -0.216
H -3.289673 -0.063875 -7.672090 -0.13 -0.02 -0.03 0.290
H -2.638249 -1.678972 -8.103427 -0.12 -0.05 -0.04 0.287
H -2.536723 -0.333103 -9.259565 -0.02 0.01 -0.05 0.366
H 1.075268 0.259027 -5.672148 0.14 0.06 0.00 0.345
H 1.213928 -0.278554 -3.257538 0.11 0.03 0.03 0.401
H -1.562614 -1.959624 -1.348889 0.14 0.00 0.10 0.211
H 2.287523 -0.332720 0.049901 0.01 -0.08 0.05 0.400
H 2.174553 -1.362324 1.497335 0.04 0.02 -0.01 0.359
H 1.801942 1.017780 2.154010 0.00 0.07 -0.07 0.441
H 0.548304 1.170183 0.906995 0.09 0.03 -0.03 0.421
H -0.336417 -0.897944 4.353379 0.06 -0.06 -0.05 0.562
H 1.212722 -1.354008 3.612334 -0.05 0.02 0.10 0.390
H 3.151511 -0.335362 4.423901 0.03 -0.10 -0.06 0.347
H 4.288475 1.408139 5.730708 0.09 0.00 0.02 0.386
H 2.990485 3.296322 6.659242 0.04 0.07 0.05 0.370
H 0.553960 3.416455 6.272084 -0.08 0.06 0.02 0.414
H -1.756582 -1.047907 2.631976 -0.04 0.03 0.00 0.438
H -1.526600 -0.053223 1.181430 -0.06 -0.08 0.01 0.378
H -1.227928 -2.458099 0.606549 0.05 -0.07 0.05 0.397
H 0.043225 -2.608546 1.828044 -0.06 -0.01 -0.05 0.313
H -2.718474 -1.926542 -3.423274 -0.06 -0.05 0.08 0.295
H -2.863766 -1.404759 -5.792262 -0.05 0.00 -0.07 0.319
```
Forces are in eV/Å.

Computed properties:
**HOMO level**: -0.2588 Ha
**Relative energy (zero: lowest compared OMol25 entry of this formula, charge and spin)**: 0.0 kcal per mole
**Gap between HOMO and LUMO**: 0.2877 Eh